Record 1
The following is a quantum chemistry calculation of a cluster of 2 separate species, C8H22NOSi in total in a non-equilibrium geometry, from the OMol25 dataset.

The geometry in XYZ format:
```
33
Properties=species:S:1:pos:R:3:lowdin_charge:R:1
Si 1.85 -0.72 0.13 0.82
O -1.47 -1.40 -0.02 -0.24
N -0.58 0.76 -1.72 0.20
C -0.48 0.72 -0.13 -0.25
C 2.89 0.68 0.94 -0.18
C 1.32 -2.36 0.90 -0.18
C 2.31 -0.95 -1.67 -0.22
C -1.69 -0.07 0.40 -0.24
C -0.44 2.14 0.45 -0.23
C -2.40 -2.42 0.49 -0.06
C -1.78 2.98 0.34 -0.08
H -1.72 3.95 0.86 0.08
H 0.34 2.71 0.16 0.05
H 0.28 0.61 -2.30 0.15
H -2.64 0.29 0.03 0.12
H 2.47 0.09 -2.15 0.07
H -3.27 -2.56 -0.21 0.10
H 0.88 -2.28 1.83 0.00
H 3.26 -1.49 -1.78 0.04
H 0.83 -3.09 0.26 0.05
H -2.71 -2.24 1.59 0.12
H -2.70 2.47 0.42 0.05
H -1.87 -3.37 0.47 0.07
H 1.66 -1.62 -2.23 0.03
H -1.64 0.20 1.42 0.11
H -0.33 2.05 1.61 0.14
H -1.92 3.33 -0.77 0.09
H -1.12 0.01 -2.14 0.15
H 3.58 0.09 1.55 0.02
H 2.29 -2.80 1.26 0.06
H 2.35 1.40 1.64 0.06
H -1.02 1.59 -1.92 0.09
H 3.46 1.30 0.29 0.01
```

2S+1 ... 1
F_max ... 5.26 eV Å⁻¹
Net charge ... +1
Kohn-Sham gap ... 9.18 eV
ΔE to the lowest compared entry with this formula, charge and spin ... 87.47 kcal per mole
Molar mass ... 176.36 g/mol

***

Record 2
The following is a quantum chemistry calculation of a cluster of 8 separate species, C8H22O7 in total in a non-equilibrium geometry, from the OMol25 dataset.

The geometry in XYZ format:
```
37
Properties=species:S:1:pos:R:3:lowdin_charge:R:1
O -2.97 0.17 0.24 -0.06
O 0.31 -2.99 1.66 -0.07
O -0.86 -2.48 -1.90 -0.10
O 1.67 -2.67 -1.02 -0.06
O -1.97 2.07 1.87 -0.02
O 2.89 -0.33 -0.51 -0.02
O -2.02 -2.31 0.53 -0.11
C 1.47 2.34 1.34 -0.10
C 1.10 1.16 1.96 -0.10
C 0.32 0.23 1.28 -0.09
C -0.11 1.98 -2.02 -0.12
C -0.08 0.51 -0.01 -0.06
C 1.05 2.64 0.05 -0.06
C 0.15 1.14 -3.03 0.04
C 0.28 1.71 -0.64 -0.28
H -0.70 -0.18 -0.57 0.10
H -0.83 -1.77 -2.56 0.04
H -1.70 -2.50 -0.36 -0.01
H 0.64 0.19 -2.93 0.06
H 2.47 0.46 -1.03 0.11
H 2.13 3.09 1.83 0.12
H 0.16 -3.04 2.57 0.01
H -1.45 1.66 2.57 0.05
H -1.31 2.50 1.32 0.04
H 1.35 3.59 -0.43 0.13
H -0.58 -2.74 1.29 0.00
H -0.63 2.94 -2.13 0.12
H -3.95 0.28 0.23 0.10
H 2.17 -1.79 -0.95 0.04
H 1.52 -2.95 -0.14 -0.01
H 0.04 -0.72 1.77 0.11
H 1.42 0.97 2.97 0.11
H -2.62 0.85 0.82 -0.01
H -0.16 1.30 -4.04 0.05
H 0.12 -2.61 -1.60 0.03
H -2.38 -1.35 0.52 0.04
H 2.67 -0.17 0.35 -0.02
```

2S+1 ... 1
F_max ... 5.29 eV Å⁻¹
Net charge ... 0
Structure (SMILES) ... C=Cc1ccccc1.O.O.O.O.O.O.O
Kohn-Sham gap ... 10.03 eV
ΔE to the lowest compared entry with this formula, charge and spin ... 0.00 kcal per mole
Molar mass ... 230.26 g/mol

***

Record 3
The following is a quantum chemistry calculation of a cluster of 2 separate species, C8H22P3 in total in a non-equilibrium geometry, from the OMol25 dataset.

The geometry in XYZ format:
```
33
Properties=species:S:1:pos:R:3:lowdin_charge:R:1
P -0.01 1.08 -0.19 0.54
P -0.58 3.03 0.63 0.64
P 2.05 0.36 0.36 0.76
C 1.85 -0.25 2.06 -0.39
C -2.63 -0.72 1.33 -0.28
C -2.46 -0.67 -0.07 0.09
C 2.13 -1.40 -0.38 -0.47
C 2.76 -1.50 -1.81 -0.16
C 0.22 1.39 -1.98 -0.53
C -1.46 -1.63 2.04 -0.02
C -0.96 2.13 -2.55 -0.22
H -2.77 0.24 1.72 0.07
H -1.19 -2.39 1.37 0.06
H 0.43 0.36 -2.43 0.09
H -0.72 -0.87 2.21 0.02
H -1.95 1.69 -2.57 0.06
H -2.94 0.03 -0.74 0.07
H -1.61 2.43 1.53 -0.11
H 2.68 -1.98 0.38 0.07
H 1.01 2.19 -2.01 0.09
H 3.67 -0.75 -1.71 0.10
H 1.71 -1.32 2.18 0.03
H 0.92 0.11 2.57 0.02
H -1.15 2.97 -1.90 -0.01
H -1.83 -1.86 2.95 0.04
H 1.07 -1.74 -0.24 0.06
H 0.33 3.02 1.68 -0.16
H -2.06 -1.52 -0.44 0.04
H 3.21 -2.51 -1.99 0.08
H -0.76 2.53 -3.60 0.11
H 2.71 0.16 2.69 0.07
H 2.04 -1.30 -2.59 0.04
H -3.67 -1.34 1.54 0.21
```

2S+1 ... 1
F_max ... 5.01 eV Å⁻¹
Net charge ... +1
Kohn-Sham gap (spin up / spin down) ... 6.46 / 6.47 eV
ΔE to the lowest compared entry with this formula, charge and spin ... 70.35 kcal per mole
Molar mass ... 211.19 g/mol

***

Record 4
The following is a quantum chemistry calculation of a cluster of 3 separate species, C8H23B4IO11S2 in total, from the OMol25 dataset.

The geometry in XYZ format:
```
49
Properties=species:S:1:pos:R:3:lowdin_charge:R:1
I 2.35 4.47 1.62 1.00
S 4.82 3.02 -1.77 0.55
S -8.12 -3.41 0.93 0.56
O -8.59 -3.76 2.24 -0.28
O 2.71 1.47 1.79 0.21
O -2.77 -0.97 1.53 0.16
O 0.98 2.09 0.30 0.20
O 5.16 1.88 -0.98 -0.27
O -0.69 -1.95 1.23 0.19
O 5.80 3.13 -3.01 -0.26
O -6.77 -2.60 1.05 -0.27
O 4.73 4.30 -1.13 -0.30
O 1.49 -0.18 0.62 0.27
O -7.98 -4.45 -0.05 -0.28
C 7.11 3.72 -2.78 -0.24
C -1.00 0.43 0.27 0.07
C -5.72 -3.18 1.88 -0.24
C 8.06 2.77 -2.09 -0.07
C -9.11 -2.12 0.26 -0.12
C -4.99 -4.32 1.19 -0.07
C 3.34 2.70 -2.66 -0.10
C 3.89 -0.78 1.35 0.05
B -1.49 -0.86 1.05 -0.65
B 0.52 0.78 0.38 -0.51
B 2.68 0.18 1.25 -0.54
B 1.96 2.44 1.20 -1.13
H 7.46 3.97 -3.78 0.12
H -10.08 -2.56 0.04 0.08
H 9.05 3.22 -2.06 0.08
H -6.16 -3.49 2.83 0.11
H 6.97 4.64 -2.22 0.11
H -4.64 -4.00 0.21 0.09
H 4.04 -1.30 0.40 0.08
H 2.57 2.53 -1.92 0.06
H -3.37 -0.37 1.09 0.10
H 7.75 2.56 -1.07 0.07
H 0.25 -1.75 1.22 0.09
H -9.19 -1.33 0.99 0.07
H -1.56 1.32 0.57 0.11
H 8.12 1.82 -2.63 0.09
H -8.64 -1.77 -0.66 0.07
H 4.81 -0.24 1.60 0.08
H -4.14 -4.60 1.80 0.09
H 3.49 1.81 -3.27 0.08
H -5.04 -2.35 2.07 0.11
H -5.64 -5.18 1.06 0.07
H 3.73 -1.54 2.12 0.08
H 3.11 3.56 -3.28 0.08
H -1.26 0.27 -0.79 0.13
```

2S+1 ... 1
F_max ... 0.59 eV Å⁻¹
Net charge ... 0
Structure (SMILES) ... CB1OB(I)OB(CB(O)O)O1.CCOS(C)(=O)=O.CCOS(C)(=O)=O
Kohn-Sham gap ... 9.82 eV
Molar mass ... 529.55 g/mol

***

Record 5
The following is a quantum chemistry calculation of a structure of composition C8H23Cl2N5O5V in a non-equilibrium geometry, from the OMol25 dataset.

The geometry in XYZ format:
```
44
Properties=species:S:1:pos:R:3:lowdin_spin:R:1
V -27.88 -14.23 1.01 1.23
Cl -25.83 -14.02 2.53 0.00
Cl -29.78 -14.11 -0.75 0.00
O -30.65 -13.27 4.02 0.00
O -28.51 -17.41 2.63 0.00
O -28.81 -14.73 2.19 -0.25
O -26.40 -13.62 -0.58 0.00
O -28.13 -12.07 1.34 0.01
N -27.28 -16.26 0.30 0.00
N -32.05 -14.27 5.51 0.00
N -29.82 -10.65 0.79 0.00
N -27.81 -9.82 1.45 0.00
N -32.88 -13.08 3.71 0.00
C -28.40 -18.04 3.88 0.00
C -28.21 -18.24 1.55 0.00
C -25.89 -14.83 -1.15 0.00
C -26.81 -16.05 -1.11 0.00
C -25.62 -12.48 -0.89 0.00
C -28.55 -10.93 1.18 0.00
C -28.23 -17.38 0.30 0.00
C -31.79 -13.55 4.37 0.00
H -28.95 -19.02 1.35 0.00
H -28.07 -18.11 -0.51 0.00
H -31.32 -14.70 6.04 0.00
H -29.22 -16.95 0.17 0.00
H -27.32 -18.23 3.99 0.00
H -28.68 -17.43 4.73 0.00
H -24.55 -12.69 -0.75 0.00
H -27.62 -16.10 -1.84 0.00
H -25.81 -12.16 -1.92 0.00
H -30.46 -11.40 0.60 0.00
H -27.22 -18.68 1.73 0.00
H -30.20 -9.73 0.77 0.00
H -25.54 -14.61 -2.16 0.00
H -24.97 -15.09 -0.62 0.00
H -26.14 -16.88 -1.39 0.00
H -28.25 -8.93 1.54 0.00
H -33.00 -14.45 5.79 0.00
H -33.70 -13.11 4.29 0.00
H -32.67 -12.45 2.97 0.00
H -26.39 -16.62 0.66 0.00
H -28.85 -19.03 3.95 0.00
H -26.89 -10.01 1.83 0.00
H -25.94 -11.71 -0.20 0.00
```

2S+1 ... 2
F_max ... 3.98 eV Å⁻¹
Net charge ... 0
Kohn-Sham gap (spin up / spin down) ... 9.02 / 9.11 eV
ΔE to the lowest compared entry with this formula, charge and spin ... 42.64 kcal per mole
Molar mass ... 391.15 g/mol

***

Record 6
The following is a quantum chemistry calculation of a structure of composition C8H23ClI2LuNO2P2 in a non-equilibrium geometry, from the OMol25 dataset.

The geometry in XYZ format:
```
40
Properties=species:S:1:pos:R:3:lowdin_charge:R:1
Lu 0.12 -0.66 0.33 1.15
I -0.01 -1.67 -3.76 0.06
I 0.00 0.93 -4.61 0.09
Cl 0.33 0.30 2.60 -0.11
P 2.64 0.08 0.01 0.65
P -2.67 0.00 0.02 0.73
O -0.91 -2.43 1.27 -0.23
O 0.60 -2.71 -0.32 -0.19
N -1.10 -4.89 2.07 0.20
C 3.69 -0.08 -1.45 -0.27
C -0.23 -4.72 0.77 0.02
C -3.54 -1.23 1.11 -0.28
C 3.37 1.58 0.71 -0.26
C 3.38 -1.21 1.13 -0.27
C -0.20 -3.24 0.52 -0.58
C -3.31 1.56 0.70 -0.26
C -3.65 -0.12 -1.52 -0.28
H -3.43 -1.06 -2.05 0.04
H 3.26 -2.20 0.67 0.04
H -4.38 1.49 0.91 0.06
H -0.60 -4.33 2.79 0.18
H 4.44 -0.97 1.25 0.06
H -3.13 2.36 -0.02 0.05
H 3.50 -1.02 -1.98 0.05
H 2.87 1.85 1.64 0.04
H -3.51 -2.22 0.64 0.03
H -0.61 -5.33 -0.09 0.18
H -2.77 1.81 1.62 0.04
H 4.43 1.38 0.89 0.06
H 3.26 2.38 -0.01 0.06
H -1.15 -5.89 2.36 0.19
H 2.86 -1.19 2.09 0.02
H -2.08 -4.50 2.04 0.19
H -4.73 -0.05 -1.29 0.07
H 0.77 -5.07 1.07 0.16
H 4.74 -0.02 -1.11 0.07
H 3.47 0.76 -2.12 0.06
H -2.99 -1.30 2.06 0.04
H -3.36 0.71 -2.19 0.05
H -4.58 -0.94 1.30 0.06
```

2S+1 ... 1
F_max ... 3.26 eV Å⁻¹
Net charge ... +2
Kohn-Sham gap ... 7.53 eV
Molar mass ... 691.45 g/mol

***

Please write out number 5 again, unchanged.
The following is a quantum chemistry calculation of a structure of composition C8H23Cl2N5O5V in a non-equilibrium geometry, from the OMol25 dataset.

The geometry in XYZ format:
```
44
Properties=species:S:1:pos:R:3:lowdin_spin:R:1
V -27.88 -14.23 1.01 1.23
Cl -25.83 -14.02 2.53 0.00
Cl -29.78 -14.11 -0.75 0.00
O -30.65 -13.27 4.02 0.00
O -28.51 -17.41 2.63 0.00
O -28.81 -14.73 2.19 -0.25
O -26.40 -13.62 -0.58 0.00
O -28.13 -12.07 1.34 0.01
N -27.28 -16.26 0.30 0.00
N -32.05 -14.27 5.51 0.00
N -29.82 -10.65 0.79 0.00
N -27.81 -9.82 1.45 0.00
N -32.88 -13.08 3.71 0.00
C -28.40 -18.04 3.88 0.00
C -28.21 -18.24 1.55 0.00
C -25.89 -14.83 -1.15 0.00
C -26.81 -16.05 -1.11 0.00
C -25.62 -12.48 -0.89 0.00
C -28.55 -10.93 1.18 0.00
C -28.23 -17.38 0.30 0.00
C -31.79 -13.55 4.37 0.00
H -28.95 -19.02 1.35 0.00
H -28.07 -18.11 -0.51 0.00
H -31.32 -14.70 6.04 0.00
H -29.22 -16.95 0.17 0.00
H -27.32 -18.23 3.99 0.00
H -28.68 -17.43 4.73 0.00
H -24.55 -12.69 -0.75 0.00
H -27.62 -16.10 -1.84 0.00
H -25.81 -12.16 -1.92 0.00
H -30.46 -11.40 0.60 0.00
H -27.22 -18.68 1.73 0.00
H -30.20 -9.73 0.77 0.00
H -25.54 -14.61 -2.16 0.00
H -24.97 -15.09 -0.62 0.00
H -26.14 -16.88 -1.39 0.00
H -28.25 -8.93 1.54 0.00
H -33.00 -14.45 5.79 0.00
H -33.70 -13.11 4.29 0.00
H -32.67 -12.45 2.97 0.00
H -26.39 -16.62 0.66 0.00
H -28.85 -19.03 3.95 0.00
H -26.89 -10.01 1.83 0.00
H -25.94 -11.71 -0.20 0.00
```

2S+1 ... 2
F_max ... 3.98 eV Å⁻¹
Net charge ... 0
Kohn-Sham gap (spin up / spin down) ... 9.02 / 9.11 eV
ΔE to the lowest compared entry with this formula, charge and spin ... 42.64 kcal per mole
Molar mass ... 391.15 g/mol

***

Question: Which of these has the highest 2S+1?
Answer: C8H23Cl2N5O5V